No. 1
Density functional theory data (ωB97M-V/def2-TZVPD) for 5 unconnected molecules or ions with the total composition C21H51O9PS2 at a distorted geometry.

The molar mass is 542.7 u. As for the SMILES: C[C@@H]1COS(=O)(=O)C[C@H]1P(O)(O)=S.CCOCC.CCOCC.CCOCC.CCOCC. The HOMO energy comes out at -9.25 eV. The gap between HOMO and LUMO comes out at 9.7 eV.

```
! wB97M-V def2-TZVPD RIJCOSX def2/J DEFGRID3
* xyz 0 1
C -2.323 1.761 -4.061
C -1.859 0.326 -4.055
C -1.611 -0.192 -5.427
O -2.748 -0.117 -6.290
S -4.061 -0.862 -5.812
O -5.148 -0.040 -6.208
O -4.063 -2.211 -6.270
C -4.061 -0.918 -4.021
C -2.779 -0.572 -3.276
P -1.916 -2.071 -2.652
O -2.623 -3.350 -3.308
O -0.441 -2.112 -3.252
S -1.904 -2.131 -0.722
H -1.871 2.279 -4.871
H -3.386 1.844 -4.124
H -2.016 2.216 -3.150
H -0.906 0.307 -3.581
H -1.190 -1.176 -5.419
H -0.879 0.433 -5.874
H -4.392 -1.899 -3.797
H -4.825 -0.240 -3.747
H -3.070 -0.070 -2.390
H -2.798 -3.179 -4.240
H 0.163 -2.101 -2.512
C -1.513 -1.202 3.164
C -0.217 -1.435 2.408
O 0.497 -0.250 2.113
C 0.897 0.525 3.224
C 1.806 -0.212 4.190
H -2.162 -0.528 2.605
H -2.035 -2.148 3.308
H -1.343 -0.764 4.149
H -0.436 -1.872 1.435
H 0.421 -2.148 2.945
H 0.019 0.925 3.747
H 1.423 1.382 2.802
H 1.318 -1.075 4.641
H 2.117 0.451 4.997
H 2.697 -0.572 3.675
C 3.872 -3.528 8.156
C 2.549 -3.128 7.527
O 2.583 -3.035 6.117
C 2.921 -4.219 5.421
C 1.973 -5.379 5.669
H 4.656 -2.827 7.872
H 3.784 -3.530 9.242
H 4.189 -4.525 7.849
H 2.271 -2.131 7.869
H 1.750 -3.805 7.848
H 3.954 -4.511 5.642
H 2.892 -3.944 4.368
H 1.974 -5.696 6.712
H 2.266 -6.235 5.062
H 0.953 -5.100 5.406
C -1.344 3.061 1.438
C -0.952 4.042 0.348
O -1.759 3.968 -0.812
C -3.135 4.231 -0.608
C -3.427 5.612 -0.049
H -1.310 2.038 1.061
H -0.661 3.140 2.282
H -2.353 3.246 1.811
H 0.060 3.823 0.010
H -0.939 5.067 0.736
H -3.583 3.457 0.026
H -3.593 4.136 -1.591
H -2.996 5.754 0.942
H -4.503 5.761 0.033
H -3.019 6.382 -0.704
C 3.674 2.968 -2.809
C 2.414 2.150 -3.032
O 2.217 1.746 -4.376
C 3.211 0.922 -4.949
C 3.386 -0.413 -4.249
H 3.668 3.855 -3.442
H 3.734 3.282 -1.768
H 4.577 2.401 -3.036
H 1.541 2.753 -2.784
H 2.395 1.281 -2.364
H 4.164 1.458 -5.018
H 2.877 0.746 -5.970
H 3.726 -0.302 -3.219
H 4.121 -1.019 -4.777
H 2.440 -0.956 -4.231
*
```



No. 2
Density functional theory data (ωB97M-V/def2-TZVPD) for a molecular structure, C44H58N5O4ScSi.

The molar mass is 794.0 u. The HOMO energy comes out at -7.80 eV. The gap between HOMO and LUMO comes out at 7.8 eV.

```
! wB97M-V def2-TZVPD RIJCOSX def2/J DEFGRID3
* xyz 0 1
Sc -0.103 0.019 -0.354
C -2.776 -3.104 -2.864
Si -2.686 -1.560 -1.803
C -4.425 -1.366 -1.163
C -2.367 0.013 -2.804
N -1.348 -1.610 -0.696
C -0.988 -2.707 0.085
C -1.783 -3.844 0.270
C -1.361 -4.924 1.031
C -0.120 -4.902 1.645
C 0.695 -3.789 1.486
C 0.260 -2.732 0.720
O 1.067 -1.574 0.520
C 2.429 -1.703 0.865
C 3.288 -2.126 -0.129
C 4.623 -2.326 0.183
C 5.070 -2.124 1.484
C 4.183 -1.687 2.458
C 2.849 -1.447 2.150
H -3.571 -3.763 -2.497
H -1.844 -3.673 -2.868
H -3.017 -2.840 -3.900
H -5.103 -1.561 -2.003
H -4.603 -0.346 -0.814
H -4.680 -2.068 -0.360
H -2.462 -0.145 -3.882
H -1.359 0.419 -2.663
H -3.076 0.790 -2.507
H -2.762 -3.866 -0.199
H -2.013 -5.782 1.147
H 0.221 -5.736 2.244
H 1.666 -3.755 1.962
H 2.913 -2.277 -1.132
H 5.309 -2.655 -0.589
H 6.108 -2.304 1.735
H 4.524 -1.525 3.473
H 2.132 -1.124 2.892
C 5.158 2.183 0.295
C 3.950 1.962 1.215
C 4.432 1.794 2.659
C 2.947 3.104 1.129
C 3.323 4.335 1.662
C 2.464 5.418 1.666
C 1.193 5.271 1.145
C 0.774 4.064 0.593
C -0.623 3.993 0.016
C -1.653 4.148 1.130
C -0.860 5.049 -1.068
C 1.661 2.981 0.570
N 1.325 1.810 -0.222
C 1.997 1.807 -1.352
C 2.037 0.794 -2.308
C 2.947 0.776 -3.363
C 2.775 -0.445 -3.981
C 1.735 -1.116 -3.301
N 1.279 -0.371 -2.261
C 1.160 -2.428 -3.806
C 2.157 -3.109 -4.746
C -0.105 -2.099 -4.609
C 0.830 -3.402 -2.679
H 5.836 1.327 0.352
H 5.713 3.077 0.595
H 4.862 2.305 -0.750
H 3.462 1.038 0.911
H 4.983 2.676 2.994
H 5.104 0.940 2.732
H 3.594 1.637 3.343
H 4.320 4.450 2.072
H 2.786 6.371 2.069
H 0.514 6.117 1.143
H -0.766 3.021 -0.445
H -1.530 5.110 1.633
H -1.552 3.361 1.882
H -2.655 4.112 0.708
H -0.964 6.047 -0.633
H -1.780 4.829 -1.615
H -0.035 5.079 -1.784
H 2.613 2.674 -1.583
H 3.654 1.557 -3.605
H 3.321 -0.823 -4.831
H 2.321 -2.532 -5.659
H 1.756 -4.083 -5.038
H 3.122 -3.271 -4.259
H 0.125 -1.376 -5.395
H -0.869 -1.670 -3.966
H -0.510 -3.003 -5.075
H 1.742 -3.766 -2.199
H 0.306 -4.277 -3.076
H 0.203 -2.935 -1.931
C -3.630 -1.768 2.327
C -4.360 -0.443 2.145
C -3.500 0.847 2.277
C -4.380 2.077 1.944
C -5.838 2.027 2.405
C -3.040 0.880 3.723
O -3.748 1.251 4.632
N -1.787 0.369 3.966
C -0.837 -0.017 3.021
O 0.190 -0.536 3.409
N -1.101 0.289 1.708
C -2.302 0.757 1.324
O -2.402 1.072 0.120
H -4.325 -2.597 2.178
H -3.211 -1.873 3.331
H -2.820 -1.885 1.610
H -5.150 -0.357 2.889
H -4.830 -0.409 1.166
H -4.347 2.202 0.861
H -3.917 2.953 2.392
H -6.421 1.292 1.848
H -6.295 3.002 2.233
H -5.913 1.804 3.468
H -1.508 0.263 4.930
*
```



No. 3
Density functional theory data (ωB97M-V/def2-TZVPD) for a molecular structure, C26H51BN2O24P4Zr at a distorted geometry.

The molar mass is 1001.6 u. The HOMO energy comes out at -5.03 eV. The gap between HOMO and LUMO comes out at 4.7 eV.

```
! wB97M-V def2-TZVPD RIJCOSX def2/J DEFGRID3
* xyz 0 1
Zr 21.379 16.537 -30.310
O 15.557 13.469 -36.229
C 16.107 14.373 -35.668
O 16.704 14.319 -34.477
B 17.106 15.675 -34.090
O 16.998 16.491 -35.293
C 16.362 15.796 -36.216
O 15.983 16.142 -37.301
O 18.526 15.639 -33.568
C 18.495 15.931 -32.299
O 19.448 16.104 -31.569
C 17.070 16.439 -31.965
O 16.299 16.214 -32.968
O 16.744 16.951 -30.911
P 22.482 17.801 -32.616
O 21.273 18.080 -31.627
O 23.547 18.870 -32.961
O 22.183 17.515 -34.084
O 22.892 16.607 -31.665
C 17.334 18.861 -28.656
C 18.623 18.291 -29.040
N 19.590 17.804 -29.402
H 17.500 19.640 -27.912
H 16.604 18.134 -28.312
H 16.907 19.367 -29.522
C 22.273 12.273 -32.850
C 21.798 13.333 -31.962
N 21.463 14.164 -31.253
H 21.814 11.336 -32.543
H 23.360 12.234 -32.832
H 21.936 12.569 -33.844
C 17.094 16.006 -25.945
C 16.808 15.237 -27.232
O 17.859 15.510 -28.165
P 19.124 14.530 -28.306
O 20.207 15.169 -29.106
O 18.573 13.206 -28.967
C 17.702 13.323 -30.107
C 16.579 12.313 -29.863
O 19.527 14.169 -26.828
C 19.284 12.857 -26.294
C 19.444 12.774 -24.785
H 16.277 15.951 -25.223
H 17.928 15.570 -25.393
H 17.291 17.061 -26.129
H 16.604 14.175 -27.100
H 15.940 15.731 -27.673
H 17.206 14.290 -30.205
H 18.163 13.106 -31.070
H 15.900 12.619 -29.068
H 15.985 12.300 -30.780
H 17.014 11.328 -29.706
H 18.327 12.361 -26.476
H 19.926 12.126 -26.788
H 19.486 13.792 -24.384
H 18.621 12.396 -24.178
H 20.332 12.229 -24.470
C 23.674 14.072 -24.925
C 23.334 14.233 -26.390
O 24.217 15.203 -26.969
P 24.316 15.307 -28.549
O 23.018 15.478 -29.232
O 25.170 14.014 -28.979
C 26.488 13.806 -28.463
C 27.392 13.227 -29.509
O 25.300 16.532 -28.836
C 25.842 16.848 -30.119
C 27.055 17.683 -29.867
H 24.629 13.561 -24.824
H 23.637 15.012 -24.372
H 22.905 13.540 -24.360
H 23.578 13.287 -26.880
H 22.274 14.468 -26.487
H 26.926 14.753 -28.143
H 26.428 13.086 -27.646
H 27.810 13.918 -30.239
H 28.225 12.693 -29.047
H 26.904 12.402 -30.034
H 26.144 15.981 -30.712
H 25.123 17.375 -30.751
H 26.844 18.524 -29.202
H 27.906 17.128 -29.466
H 27.459 18.216 -30.729
C 24.832 18.554 -24.867
C 24.989 18.677 -26.385
O 23.759 18.314 -27.017
P 23.200 19.071 -28.325
O 22.447 18.114 -29.199
O 22.204 20.210 -27.801
C 22.611 21.102 -26.776
C 21.353 21.994 -26.492
O 24.430 19.794 -29.007
C 24.036 20.697 -30.086
C 25.315 21.120 -30.844
H 24.672 17.523 -24.553
H 25.692 18.952 -24.329
H 23.963 19.156 -24.596
H 25.395 19.666 -26.600
H 25.664 17.914 -26.773
H 22.830 20.597 -25.834
H 23.451 21.723 -27.086
H 21.498 22.771 -25.740
H 21.122 22.503 -27.427
H 20.524 21.391 -26.126
H 23.410 20.234 -30.855
H 23.471 21.545 -29.700
H 25.903 21.837 -30.265
H 26.025 20.300 -30.961
H 25.136 21.497 -31.848
*
```



No. 4
Density functional theory data (ωB97M-V/def2-TZVPD) for 2 unconnected molecules or ions with the total composition CH3NO at a distorted geometry.

The molar mass is 45.0 u. As for the SMILES: C#N.O. The HOMO energy comes out at -11.71 eV. The gap between HOMO and LUMO comes out at 12.2 eV.

```
! wB97M-V def2-TZVPD RIJCOSX def2/J DEFGRID3
* xyz 0 1
C 0.000 0.000 0.000
N 0.341 0.981 0.515
H -0.358 -0.825 -0.594
O 3.988 -4.288 -2.373
H 4.156 -3.770 -3.192
H 3.012 -4.254 -2.253
*
```